C92H222As2F12N6O10P4 | ωB97M-V/def2-TZVPD

Atoms and positions in Å:
C (15.603, 14.322, 30.844)
C (16.801, 15.201, 31.169)
C (17.395, 15.949, 30.003)
O (18.379, 16.825, 30.416)
C (18.754, 17.916, 29.521)
N (16.403, 16.194, 32.312)
H (15.735, 16.921, 32.088)
H (16.103, 15.625, 33.143)
H (17.219, 16.697, 32.630)
H (14.863, 14.751, 30.162)
H (15.041, 14.096, 31.770)
H (15.893, 13.337, 30.465)
H (17.578, 14.568, 31.582)
H (16.660, 16.481, 29.409)
H (17.709, 15.148, 29.323)
H (19.568, 18.329, 30.026)
H (17.932, 18.643, 29.501)
H (19.035, 17.527, 28.540)
C (26.838, 16.533, 21.207)
C (26.244, 15.299, 20.578)
C (26.161, 14.161, 21.618)
O (25.534, 13.040, 21.057)
C (25.388, 12.022, 22.023)
N (24.858, 15.554, 20.029)
H (24.409, 16.227, 20.695)
H (24.864, 15.943, 19.034)
H (24.280, 14.710, 20.070)
H (27.948, 16.465, 21.129)
H (26.598, 16.610, 22.273)
H (26.511, 17.451, 20.705)
H (26.759, 15.012, 19.653)
H (25.654, 14.535, 22.494)
H (27.187, 13.880, 21.906)
H (26.305, 11.656, 22.545)
H (25.010, 11.122, 21.518)
H (24.682, 12.318, 22.814)
C (24.169, 24.504, 31.726)
C (24.016, 24.397, 30.249)
C (22.821, 23.630, 29.761)
O (22.989, 23.479, 28.389)
C (21.855, 22.856, 27.757)
N (23.973, 25.791, 29.691)
H (23.542, 26.402, 30.420)
H (24.912, 26.191, 29.545)
H (23.515, 25.868, 28.752)
H (25.131, 24.917, 31.999)
H (24.120, 23.554, 32.254)
H (23.379, 25.091, 32.187)
H (24.944, 23.954, 29.911)
H (21.922, 24.132, 29.977)
H (22.787, 22.660, 30.279)
H (20.934, 23.344, 28.126)
H (21.866, 21.793, 27.958)
H (21.969, 22.910, 26.684)
C (21.413, 15.229, 27.222)
C (21.718, 14.339, 28.418)
C (20.491, 13.556, 28.882)
O (20.815, 12.872, 30.141)
C (19.954, 11.746, 30.509)
N (22.708, 13.328, 28.033)
H (22.648, 12.517, 28.629)
H (23.321, 11.756, 25.789)
H (23.628, 13.685, 28.022)
H (21.601, 14.698, 26.315)
H (22.038, 16.125, 27.203)
H (20.325, 15.487, 27.218)
H (22.101, 14.868, 29.300)
H (20.294, 12.782, 28.112)
H (19.639, 14.207, 28.918)
H (18.977, 12.036, 30.833)
H (20.584, 11.166, 31.226)
H (19.780, 11.138, 29.596)
C (19.620, 14.809, 21.992)
C (20.015, 13.853, 23.142)
C (19.433, 12.460, 22.977)
O (19.878, 11.529, 23.999)
C (19.209, 11.789, 25.206)
N (21.496, 13.663, 23.224)
H (21.916, 14.378, 23.834)
H (21.624, 12.735, 23.681)
H (22.343, 13.448, 21.284)
H (18.518, 14.760, 21.803)
H (20.164, 14.657, 21.049)
H (19.957, 15.780, 22.280)
H (19.774, 14.260, 24.108)
H (19.779, 11.955, 22.083)
H (18.346, 12.539, 22.987)
H (19.254, 12.868, 25.450)
H (19.649, 11.243, 26.019)
H (18.156, 11.529, 25.151)
C (14.872, 25.167, 21.900)
C (16.063, 25.952, 22.418)
C (17.031, 25.114, 23.273)
O (17.402, 23.939, 22.546)
C (18.388, 23.169, 23.144)
N (16.796, 26.360, 21.155)
H (17.097, 25.508, 20.617)
H (16.232, 26.887, 20.488)
H (17.597, 26.909, 21.493)
H (15.255, 24.236, 21.454)
H (14.152, 25.705, 21.310)
H (14.310, 24.875, 22.779)
H (15.790, 26.821, 22.931)
H (16.637, 24.751, 24.216)
H (17.946, 25.738, 23.393)
H (18.155, 22.140, 22.830)
H (18.294, 23.267, 24.206)
H (19.399, 23.508, 22.804)
C (20.899, 20.608, 35.300)
C (22.142, 20.296, 34.485)
C (23.257, 19.587, 35.219)
C (22.961, 18.122, 35.475)
P (24.177, 16.903, 34.733)
C (25.837, 17.074, 35.435)
C (27.002, 16.402, 34.673)
C (28.295, 16.895, 35.358)
C (28.540, 18.387, 35.202)
C (23.672, 15.214, 34.887)
C (22.582, 14.768, 33.920)
C (22.070, 13.409, 34.408)
C (21.375, 13.443, 35.757)
C (24.477, 17.294, 32.996)
C (23.303, 17.682, 31.996)
C (23.861, 18.032, 30.593)
C (22.833, 18.724, 29.580)
H (20.094, 21.134, 34.756)
H (21.167, 21.238, 36.167)
H (20.487, 19.717, 35.759)
H (22.540, 21.305, 34.182)
H (21.998, 19.754, 33.536)
H (23.439, 20.058, 36.178)
H (24.198, 19.647, 34.672)
H (22.055, 17.796, 34.965)
H (22.879, 17.786, 36.502)
H (25.862, 16.573, 36.408)
H (25.967, 18.108, 35.640)
H (27.019, 16.799, 33.678)
H (26.858, 15.323, 34.554)
H (29.166, 16.325, 35.017)
H (28.160, 16.605, 36.420)
H (28.327, 18.757, 34.203)
H (29.570, 18.640, 35.408)
H (27.881, 18.970, 35.868)
H (23.225, 15.161, 35.904)
H (24.519, 14.503, 34.802)
H (22.844, 14.777, 32.878)
H (21.728, 15.413, 33.990)
H (22.942, 12.758, 34.388)
H (21.370, 13.052, 33.662)
H (22.010, 13.646, 36.583)
H (20.828, 12.509, 35.991)
H (20.603, 14.268, 35.679)
H (25.096, 16.465, 32.660)
H (25.120, 18.181, 32.986)
H (22.726, 18.495, 32.374)
H (22.557, 16.873, 31.954)
H (24.243, 17.082, 30.045)
H (24.811, 18.579, 30.729)
H (23.363, 19.097, 28.710)
H (22.378, 19.576, 30.119)
H (22.061, 18.004, 29.290)
C (22.463, 23.723, 16.308)
C (22.912, 22.668, 15.282)
C (22.242, 21.330, 15.548)
C (20.707, 21.362, 15.484)
P (19.875, 19.908, 16.168)
C (18.117, 20.391, 16.351)
C (17.578, 21.117, 15.078)
C (17.016, 20.234, 13.947)
C (15.825, 19.388, 14.426)
C (20.041, 18.547, 15.054)
C (19.387, 17.201, 15.554)
C (19.431, 16.069, 14.447)
C (18.792, 16.371, 13.058)
C (20.424, 19.446, 17.877)
C (20.499, 20.643, 18.853)
C (21.192, 20.119, 20.181)
C (22.710, 20.200, 20.163)
H (23.063, 24.637, 16.393)
H (22.500, 23.206, 17.294)
H (21.415, 24.002, 16.084)
H (23.966, 22.501, 15.334)
H (22.686, 23.029, 14.271)
H (22.584, 21.061, 16.556)
H (22.604, 20.575, 14.819)
H (20.448, 21.294, 14.419)
H (20.138, 22.248, 15.817)
H (18.123, 21.122, 17.148)
H (17.485, 19.522, 16.595)
H (18.387, 21.741, 14.681)
H (16.771, 21.797, 15.426)
H (17.765, 19.556, 13.540)
H (16.719, 20.940, 13.165)
H (16.095, 18.748, 15.257)
H (15.364, 18.785, 13.611)
H (15.075, 20.101, 14.799)
H (21.084, 18.339, 14.839)
H (19.576, 18.815, 14.090)
H (18.364, 17.442, 15.799)
H (19.935, 16.826, 16.424)
H (19.027, 15.242, 15.016)
H (20.465, 15.790, 14.318)
H (19.181, 17.273, 12.570)
H (17.691, 16.596, 13.127)
H (18.779, 15.516, 12.373)
H (21.402, 18.992, 17.915)
H (19.659, 18.649, 18.096)
H (19.488, 20.995, 19.088)
H (20.916, 21.578, 18.405)
H (20.744, 19.133, 20.290)
H (20.936, 20.743, 21.021)
H (23.257, 19.580, 19.441)
H (22.996, 19.821, 21.130)
H (23.086, 21.234, 20.078)
C (25.601, 15.222, 26.719)
C (25.518, 16.787, 26.696)
C (26.425, 17.491, 25.654)
C (26.335, 19.011, 25.759)
P (27.470, 20.000, 24.773)
C (26.871, 20.266, 23.083)
C (27.568, 21.284, 22.150)
C (26.772, 21.584, 20.895)
C (26.427, 20.331, 20.038)
C (27.557, 21.577, 25.608)
C (26.215, 22.313, 25.985)
C (26.375, 23.499, 26.971)
C (26.881, 24.728, 26.183)
C (29.212, 19.328, 24.744)
C (29.804, 19.152, 26.189)
C (31.355, 18.848, 26.252)
C (32.098, 20.122, 25.890)
H (26.630, 14.874, 26.867)
H (25.177, 14.795, 25.796)
H (25.072, 14.873, 27.589)
H (25.701, 17.202, 27.690)
H (24.493, 17.087, 26.384)
H (26.234, 17.049, 24.672)
H (27.477, 17.172, 25.753)
H (26.586, 19.363, 26.750)
H (25.324, 19.331, 25.436)
H (25.828, 20.471, 23.105)
H (26.864, 19.340, 22.532)
H (28.533, 20.836, 21.831)
H (27.730, 22.267, 22.666)
H (27.266, 22.390, 20.298)
H (25.845, 22.046, 21.268)
H (25.670, 19.828, 20.604)
H (27.359, 19.787, 19.935)
H (26.034, 20.548, 19.040)
H (28.246, 22.257, 25.064)
H (28.033, 21.378, 26.589)
H (25.602, 21.551, 26.498)
H (25.642, 22.729, 25.156)
H (26.924, 23.283, 27.909)
H (25.416, 23.832, 27.386)
H (27.916, 24.714, 25.830)
H (26.806, 25.546, 26.868)
H (26.334, 24.841, 25.276)
H (29.878, 19.991, 24.188)
H (29.157, 18.340, 24.269)
H (29.254, 18.344, 26.652)
H (29.747, 20.124, 26.660)
H (31.581, 18.071, 25.465)
H (31.787, 18.481, 27.212)
H (31.814, 20.499, 24.908)
H (33.128, 19.795, 25.777)
H (32.104, 20.894, 26.665)
C (15.768, 20.523, 21.127)
C (14.847, 19.986, 22.146)
C (13.964, 18.892, 21.641)
C (13.080, 18.254, 22.724)
P (13.826, 16.713, 23.487)
C (13.778, 15.331, 22.326)
C (14.167, 13.936, 22.850)
C (14.204, 12.908, 21.713)
C (15.086, 13.389, 20.609)
C (15.507, 16.987, 24.020)
C (16.658, 17.063, 22.981)
C (18.002, 17.253, 23.702)
C (18.202, 18.686, 24.250)
C (12.843, 16.259, 24.981)
C (13.286, 17.116, 26.187)
C (12.270, 16.884, 27.346)
C (12.684, 17.466, 28.716)
H (16.405, 21.214, 21.665)
H (15.298, 21.049, 20.271)
H (16.410, 19.715, 20.694)
H (14.294, 20.751, 22.660)
H (15.482, 19.578, 22.945)
H (14.502, 18.181, 21.040)
H (13.320, 19.391, 20.917)
H (12.108, 18.016, 22.259)
H (12.926, 18.861, 23.596)
H (14.557, 15.659, 21.596)
H (12.842, 15.480, 21.761)
H (13.554, 13.676, 23.732)
H (15.215, 14.015, 23.157)
H (13.234, 12.545, 21.391)
H (14.588, 11.976, 22.157)
H (16.032, 13.702, 21.073)
H (14.712, 14.242, 20.084)
H (15.374, 12.595, 19.926)
H (15.612, 16.172, 24.737)
H (15.514, 17.857, 24.680)
H (16.498, 17.802, 22.223)
H (16.640, 16.098, 22.486)
H (18.777, 17.053, 22.992)
H (18.146, 16.563, 24.538)
H (19.267, 18.754, 24.405)
H (17.697, 18.936, 25.167)
H (17.964, 19.474, 23.535)
H (12.999, 15.200, 25.284)
H (11.765, 16.282, 24.726)
H (13.296, 18.191, 26.016)
H (14.282, 16.813, 26.479)
H (12.141, 15.820, 27.478)
H (11.308, 17.293, 27.060)
H (12.813, 18.568, 28.669)
H (13.635, 17.055, 29.074)
H (11.948, 17.268, 29.495)
As (22.639, 17.651, 23.581)
F (21.797, 19.191, 23.233)
F (22.714, 17.323, 21.924)
F (23.515, 16.205, 23.936)
F (22.491, 17.996, 25.342)
F (21.073, 16.854, 23.656)
F (24.132, 18.586, 23.517)
As (24.543, 17.977, 16.926)
F (23.561, 17.754, 15.483)
F (24.712, 16.199, 17.101)
F (25.432, 18.083, 18.465)
F (24.460, 19.661, 16.782)
F (23.096, 17.867, 17.883)
F (26.045, 18.059, 16.063)
C (23.253, 9.475, 23.565)
C (23.909, 10.288, 24.671)
O (25.011, 10.314, 25.083)
O (22.916, 10.991, 25.263)
H (22.675, 8.698, 24.063)
H (23.994, 9.069, 22.884)
H (22.554, 10.067, 23.057)
C (22.810, 12.578, 18.217)
C (22.543, 12.462, 19.685)
O (22.505, 13.693, 20.299)
O (22.298, 11.442, 20.328)
H (23.914, 12.574, 18.118)
H (22.338, 13.495, 17.839)
H (22.408, 11.678, 17.721)

Results
largest force on an atom = 2.808 eV/A
electronic energy = -11753.0511 hartree
LUMO level = -9.6 eV
energy above the lowest of the compared OMol25 structures with the same formula, charge and spin = 0.0 kJ/mol
charge = +6
E_HOMO = -17.1 eV

Results of the Löwdin charge analysis, in e, for atoms 1 through 5: atom 1 (C): -0.0207, atom 2 (C): -0.2717, atom 3 (C): -0.2382, atom 4 (O): -0.1857, atom 5 (C): -0.0201